Formula: H24O12
Source: the Open Molecules 2025 dataset
Level of theory: the ωB97M-V functional and the def2-TZVPD basis

Values from the calculation:
E_tot (eV): -24957.3830
HOMO (hartree): -0.378
Structure (SMILES): O.O.O.O.O.O.O.O.O.O.O.O
Spin multiplicity: 1
Largest force on an atom (eV Å⁻¹): 3.3

The geometry in XYZ format:
```
36
Properties=species:S:1:pos:R:3:lowdin_charge:R:1
O -0.818 0.193 -0.143 -0.07
H -0.647 1.178 0.009 0.03
H -0.213 -0.268 0.403 0.00
O -0.410 -0.820 -3.877 -0.10
H -0.481 -0.583 -2.891 0.05
H -0.741 -1.728 -3.826 0.02
O -3.247 0.277 0.996 -0.08
H -3.732 -0.471 0.693 0.04
H -3.908 1.010 1.038 0.07
O -2.718 0.800 3.345 -0.10
H -3.605 0.842 2.985 0.01
H -2.342 -0.040 2.986 0.05
O 2.883 -0.361 2.857 -0.06
H 2.974 -0.671 3.778 0.05
H 2.018 0.053 2.859 0.01
O -2.984 2.577 -0.334 -0.02
H -2.510 2.769 -1.140 0.03
H -2.237 2.222 0.080 -0.05
O -0.604 2.204 2.012 -0.08
H 0.133 2.293 2.615 0.03
H -0.988 3.154 2.128 0.12
O 3.741 2.432 -0.597 -0.07
H 4.340 2.037 -1.330 0.08
H 3.776 1.903 0.179 0.00
O 0.281 -4.158 -2.030 -0.04
H 0.809 -4.537 -2.745 0.05
H 0.743 -3.462 -1.627 -0.01
O -0.266 1.930 -2.209 -0.03
H 0.684 1.747 -2.268 0.06
H -0.513 2.415 -2.959 0.02
O 0.225 -4.307 1.340 -0.08
H 0.060 -3.371 1.186 0.01
H 0.539 -4.172 2.288 0.07
O 3.707 -0.942 -1.619 -0.10
H 4.275 -0.138 -1.658 0.02
H 3.258 -0.776 -0.718 0.07
```

***

Formula: C49H48Ge2IrN3O6S6
Source: the Open Molecules 2025 dataset
Level of theory: the ωB97M-V functional and the def2-TZVPD basis

Values from the calculation:
E_tot (eV): -249229.5607
Net charge: -1
HOMO (alpha / beta) (hartree): -0.121 / -0.164
Spin multiplicity: 2
Largest force on an atom (eV Å⁻¹): 2.0

The geometry in XYZ format:
```
115
Properties=species:S:1:pos:R:3:lowdin_spin:R:1
Ir -0.300 0.934 0.386 0.01
C 4.863 -0.344 -0.266 0.00
C 3.587 0.379 0.172 0.00
Ge 2.469 -0.824 1.261 0.00
C 3.533 -1.438 2.793 0.00
C 4.500 -2.576 2.455 0.00
C 2.120 -2.201 -0.049 0.00
C 1.362 -2.119 -1.146 0.00
Ge -0.108 -0.770 -1.358 0.00
C -1.992 -1.466 -1.481 0.00
C -2.428 -2.899 -1.799 0.00
C 0.111 0.102 -3.118 0.00
C -0.113 -0.757 -4.360 0.00
C 1.630 -3.090 -2.243 0.00
C 2.947 -3.436 -2.558 0.00
C 3.230 -4.360 -3.550 0.00
C 2.201 -4.962 -4.259 0.00
C 0.889 -4.614 -3.973 0.00
C 0.613 -3.680 -2.988 0.00
H 5.431 0.297 -0.943 0.00
H 4.650 -1.272 -0.798 0.00
H 5.512 -0.579 0.578 0.00
H 3.002 0.669 -0.698 0.00
H 3.843 1.273 0.730 0.00
H 2.879 -1.747 3.607 0.00
H 4.065 -0.548 3.138 0.00
H 3.957 -3.492 2.225 0.00
H 5.153 -2.785 3.304 0.00
H 5.136 -2.354 1.601 0.00
H 2.824 -3.036 0.012 0.00
H -2.431 -0.795 -2.225 0.00
H -2.417 -1.157 -0.532 0.00
H -2.430 -3.094 -2.874 0.00
H -3.449 -3.067 -1.447 0.00
H -1.795 -3.659 -1.333 0.00
H 1.074 0.618 -3.163 0.00
H -0.641 0.879 -3.087 0.00
H 0.686 -1.481 -4.510 0.00
H -0.165 -0.129 -5.254 0.00
H -1.054 -1.307 -4.301 0.00
H 3.760 -2.955 -2.029 0.00
H 4.261 -4.605 -3.775 0.00
H 2.421 -5.680 -5.038 0.00
H 0.074 -5.067 -4.523 0.00
H -0.409 -3.398 -2.793 0.00
O 2.078 3.129 -1.517 0.00
C 1.952 3.213 -0.313 0.00
N 1.474 2.221 0.514 0.00
S 1.578 2.637 2.096 0.00
O 2.646 1.930 2.761 0.00
O 0.270 2.601 2.703 0.00
C 2.128 4.289 1.822 0.00
C 2.405 5.289 2.732 0.00
C 2.887 6.489 2.225 0.00
C 3.090 6.660 0.857 0.00
C 2.813 5.635 -0.037 0.00
C 2.324 4.444 0.469 0.00
H 2.251 5.144 3.792 0.00
H 3.110 7.302 2.904 0.00
H 3.469 7.605 0.491 0.00
H 2.961 5.744 -1.103 0.00
O -4.231 0.321 -3.985 0.00
S -4.169 1.658 -3.467 0.00
O -5.387 2.396 -3.295 0.00
N -3.307 1.675 -2.046 0.00
C -2.206 2.326 -2.180 0.00
S -1.025 2.676 -0.954 0.00
C -1.948 2.895 -3.548 0.00
C -0.843 3.598 -4.000 0.00
C -0.846 4.020 -5.324 0.00
C -1.921 3.746 -6.165 0.00
C -3.021 3.028 -5.709 0.00
C -2.998 2.612 -4.395 0.00
H -0.011 3.793 -3.335 0.00
H 0.005 4.566 -5.708 0.00
H -1.897 4.090 -7.191 0.00
H -3.858 2.803 -6.355 0.00
N -1.888 0.040 1.380 0.08
C -3.214 0.526 1.364 0.20
C -3.529 1.794 0.953 0.01
C -4.818 2.333 0.983 0.29
C -5.884 1.593 1.540 0.02
C -5.666 0.347 2.007 0.19
C -4.342 -0.346 1.911 0.06
H -2.730 2.435 0.622 -0.01
H -4.981 3.334 0.611 0.02
H -6.872 2.033 1.605 -0.01
H -6.474 -0.226 2.449 0.01
H -4.458 -1.220 1.248 0.03
O 0.751 -0.260 1.877 0.00
C -0.072 -1.146 2.681 0.00
C 0.357 -1.111 4.135 0.00
C 0.007 -2.017 5.096 0.00
C 0.466 -1.664 6.388 0.00
C 1.153 -0.488 6.381 0.00
S 1.243 0.193 4.820 0.00
C -1.547 -0.637 2.618 0.02
C -1.973 0.284 3.760 0.01
C -3.245 0.146 4.102 0.00
C -3.936 -0.923 3.295 0.03
S -2.647 -2.129 2.958 0.02
C 0.037 -2.565 2.148 0.00
C -0.664 -3.110 1.114 0.00
C -0.285 -4.440 0.809 0.00
C 0.720 -4.884 1.611 0.00
S 1.189 -3.704 2.747 0.00
H -0.585 -2.894 4.887 0.00
H 0.292 -2.260 7.271 0.00
H 1.622 0.013 7.210 0.00
H -1.319 1.086 4.072 0.00
H -3.776 0.787 4.790 0.00
H -4.782 -1.403 3.788 0.00
H -1.432 -2.567 0.594 0.00
H -0.744 -5.040 0.038 0.00
H 1.201 -5.848 1.604 0.00
```

***

Formula: C11H14N2Si
Source: the Open Molecules 2025 dataset
Level of theory: the ωB97M-V functional and the def2-TZVPD basis

Values from the calculation:
E_tot (eV): -22489.0243
HOMO (hartree): -0.274
Spin multiplicity: 1
Largest force on an atom (eV Å⁻¹): 4.5

The geometry in XYZ format:
```
28
Properties=species:S:1:pos:R:3:lowdin_charge:R:1
C 1.098 -3.110 0.232 -0.04
C -0.309 -3.229 0.299 -0.08
C 1.617 -1.862 -0.041 -0.05
C -1.170 -2.133 0.149 -0.08
C 0.834 -0.734 -0.036 -0.22
C -0.582 -0.841 0.058 -0.23
C 0.713 1.732 0.394 -0.23
C 2.891 0.688 0.180 -0.29
C 1.472 0.628 -0.297 -0.32
C -2.088 1.211 -1.842 -0.22
C -2.823 1.297 1.165 -0.21
N 1.190 2.671 1.090 0.08
N 3.763 0.989 -0.704 0.08
Si -1.578 0.744 -0.034 0.77
H 1.619 -4.045 0.264 0.10
H -0.884 -4.097 0.469 0.08
H 2.622 -1.634 -0.086 0.08
H -2.212 -2.262 -0.039 0.09
H 3.087 0.326 1.281 0.16
H 1.469 0.719 -1.460 0.18
H -3.022 0.571 -1.944 0.03
H -2.476 2.288 -2.006 0.05
H -1.334 1.083 -2.680 0.04
H -2.342 1.599 2.094 0.03
H -3.251 2.200 0.794 0.02
H -3.613 0.640 1.509 0.03
H 0.544 3.299 1.517 0.02
H 4.765 1.263 -0.327 0.10
```

***

Formula: C4H7NO2
Source: the Open Molecules 2025 dataset
Level of theory: the ωB97M-V functional and the def2-TZVPD basis

Values from the calculation:
E_tot (eV): -9845.6220
HOMO (hartree): -0.365
Structure (SMILES): [H]/N=C(\C)OCC=O
Spin multiplicity: 1
Largest force on an atom (eV Å⁻¹): 0.5

The geometry in XYZ format:
```
14
Properties=species:S:1:pos:R:3:lowdin_charge:R:1
H -2.055 0.803 1.188 0.07
N -1.420 0.977 0.411 0.17
C -0.251 0.591 0.698 -0.50
C 0.228 -0.123 1.933 -0.01
O 0.764 0.708 -0.207 -0.07
C 0.403 0.466 -1.558 -0.14
C 0.218 -1.037 -1.690 -0.23
O -0.519 -1.584 -2.467 0.07
H -0.200 0.295 2.846 0.08
H -0.089 -1.170 1.853 0.09
H 1.318 -0.106 1.984 0.08
H -0.500 1.001 -1.861 0.12
H 1.256 0.787 -2.166 0.14
H 0.846 -1.607 -0.965 0.14
```

***

For each record above, in turn, the calculated energy above the lowest of the compared OMol25 structures with the same formula, charge and spin values are 99.4, 0.0, 33.4, 38.2 kcal/mol.